Entry 1:
# C7H17NO

3 unconnected molecules or ions with the total composition C7H17NO in a non-equilibrium geometry (wB97M-V/def2-TZVPD, the OMol25 dataset).

Geometry as ORCA input:
```
! RIJCOSX wB97M-V def2-TZVPD def2/J DEFGRID3
* xyz 0 1
C 0.726 0.553 0.257
C 0.296 -0.202 -0.840
C -1.686 -0.471 0.079
C 1.076 -0.082 1.570
C 2.686 0.640 -0.788
C -0.046 0.378 -2.179
C -1.693 -1.812 0.753
N -2.182 0.583 0.907
O 0.319 1.853 0.325
H 0.459 2.196 1.217
H 0.644 -1.227 -0.840
H -2.194 -0.501 -0.887
H -2.858 1.214 0.498
H -2.533 0.333 1.830
H 0.212 -0.029 2.239
H 1.376 -1.120 1.438
H 1.900 0.459 2.042
H 2.876 0.237 -1.782
H 3.374 0.202 -0.067
H 2.813 1.719 -0.857
H 0.786 0.811 -2.738
H -0.447 -0.400 -2.836
H -0.780 1.184 -2.158
H -2.715 -2.135 1.015
H -1.141 -1.807 1.699
H -1.269 -2.579 0.102
*
```

Calculated values
LUMO energy (spin up / spin down), eV: 0.82 / 0.82
HOMO (spin up / spin down), eV: -5.989 / -5.990
Frontier orbital gap (spin up / spin down), Eh: 0.2503 / 0.2503
Molecular weight, g mol⁻¹: 131.22


Entry 2:
# C7H17NO

C7H17NO in the gas phase in a non-equilibrium geometry (wB97M-V/def2-TZVPD, the OMol25 dataset).

Geometry as ORCA input:
```
! RIJCOSX wB97M-V def2-TZVPD def2/J DEFGRID3
* xyz 0 1
C -3.269 -0.016 0.742
C -1.927 0.693 0.859
C -0.752 -0.065 0.065
C -0.840 0.200 -1.429
C 0.542 0.400 0.693
C 1.875 -0.287 0.093
C 2.510 0.564 -1.003
N 1.589 -1.602 -0.428
O 2.858 -0.329 1.131
H -3.197 -1.031 1.129
H -4.031 0.510 1.316
H -3.598 -0.067 -0.294
H -1.674 0.791 1.918
H -2.006 1.704 0.457
H -0.874 -1.138 0.236
H -0.126 -0.425 -1.957
H -1.837 -0.034 -1.795
H -0.627 1.245 -1.647
H 0.655 1.478 0.583
H 0.523 0.162 1.761
H 1.849 0.643 -1.858
H 3.450 0.109 -1.312
H 2.728 1.553 -0.610
H 2.425 -2.017 -0.827
H 1.243 -2.221 0.297
H 2.510 -0.822 1.883
*
```

Calculated values
LUMO energy, eV: 0.87
HOMO, eV: -9.581
Frontier orbital gap, Eh: 0.3839
Molecular weight, g mol⁻¹: 131.22


Entry 3:
# C7H17NO

A molecular structure, C7H17NO in a non-equilibrium geometry (wB97M-V/def2-TZVPD, the OMol25 dataset).

Geometry as ORCA input:
```
! RIJCOSX wB97M-V def2-TZVPD def2/J DEFGRID3
* xyz 0 1
C -1.496 0.532 -0.282
C -2.771 1.285 0.007
C -0.823 0.209 1.538
C -1.640 -0.640 -1.128
H -0.683 1.186 -0.589
H -0.813 -1.436 -0.757
H -2.631 2.040 0.780
H -3.550 0.602 0.346
H -3.130 1.776 -0.903
H -1.706 -0.254 1.973
H -0.033 -0.206 2.156
H -0.793 1.263 1.794
H -1.355 -0.471 -2.164
H -2.580 -1.175 -1.021
C 1.973 -0.376 -1.503
C 2.702 0.411 0.705
N 2.006 -0.585 -0.072
C 1.128 -1.438 0.516
O 0.372 -2.200 -0.116
H 1.268 -1.547 1.596
H 2.726 0.119 1.760
H 3.729 0.496 0.358
H 1.410 0.531 -1.759
H 1.494 -1.233 -1.975
H 2.994 -0.277 -1.882
H 2.203 1.389 0.621
*
```

Calculated values
LUMO energy, eV: 0.81
HOMO, eV: -8.661
Frontier orbital gap, Eh: 0.3482
Molecular weight, g mol⁻¹: 131.22


Entry 4:
# C7H17NO

2 unconnected molecules or ions with the total composition C7H17NO in a non-equilibrium geometry (wB97M-V/def2-TZVPD, the OMol25 dataset).

Geometry as ORCA input:
```
! RIJCOSX wB97M-V def2-TZVPD def2/J DEFGRID3
* xyz 0 1
C -1.543 -0.144 -1.349
C -0.234 -0.565 -1.960
N 0.937 -0.191 -1.074
C 0.860 1.109 -0.448
C 1.333 -1.203 -0.188
C 1.558 -2.576 -0.786
O 1.632 -0.998 0.967
H -2.431 -0.539 -1.842
H -1.590 0.922 -1.360
H -1.646 -0.454 -0.309
H -0.030 -1.618 -2.078
H -0.015 -0.078 -2.908
H 1.127 1.972 -1.049
H -0.056 1.453 0.045
H 1.409 1.004 0.468
H 1.544 -2.635 -1.871
H 2.615 -2.844 -0.618
H 1.025 -3.294 -0.169
C -2.451 2.397 2.002
C -1.180 1.606 2.455
H -2.190 3.450 2.036
H -2.649 2.223 0.956
H -3.276 2.098 2.638
H -0.599 2.216 3.137
H -0.671 1.098 1.650
H -1.534 0.743 3.034
*
```

Calculated values
LUMO energy, eV: 0.93
HOMO, eV: -9.296
Frontier orbital gap, Eh: 0.3759
Molecular weight, g mol⁻¹: 131.22


Entry 5:
# C7H17NO

3 unconnected molecules or ions with the total composition C7H17NO in a non-equilibrium geometry (wB97M-V/def2-TZVPD, the OMol25 dataset).

Geometry as ORCA input:
```
! RIJCOSX wB97M-V def2-TZVPD def2/J DEFGRID3
* xyz 0 1
C 0.322 0.737 -0.379
C -0.475 0.567 0.744
C 0.205 -1.628 -0.062
C 0.056 0.440 2.139
C -0.804 2.810 0.615
C -1.077 -2.159 -0.650
C 1.424 -1.948 -0.891
N -0.134 0.847 -1.675
O 1.614 1.087 -0.212
H 2.083 0.924 -1.043
H -1.525 0.384 0.570
H 0.340 -1.967 0.964
H 0.122 1.718 -2.122
H -1.122 0.663 -1.774
H 1.143 0.496 2.202
H -0.329 1.237 2.777
H -0.218 -0.491 2.636
H 0.135 3.295 0.876
H -1.544 2.904 1.408
H -1.202 3.149 -0.341
H -1.942 -1.958 -0.010
H -1.060 -3.253 -0.781
H -1.259 -1.723 -1.638
H 2.340 -1.563 -0.435
H 1.333 -1.537 -1.904
H 1.574 -3.033 -1.015
*
```

Calculated values
LUMO energy (spin up / spin down), eV: 0.71 / 0.70
HOMO (spin up / spin down), eV: -6.050 / -6.093
Frontier orbital gap (spin up / spin down), Eh: 0.2484 / 0.2497
Molecular weight, g mol⁻¹: 131.22


Entry 6:
# C7H17NO2

A molecular structure, C7H17NO2 in a non-equilibrium geometry (wB97M-V/def2-TZVPD, the OMol25 dataset).

Geometry as ORCA input:
```
! RIJCOSX wB97M-V def2-TZVPD def2/J DEFGRID3
* xyz 0 1
C 1.290 0.602 0.011
C 0.695 -1.085 1.108
C 1.875 1.432 1.133
C 0.085 1.072 -0.583
C 2.317 -0.020 -0.913
N 0.269 -2.052 0.242
O -0.167 -0.624 1.988
H -1.155 -0.881 1.691
H 1.712 -1.223 1.480
H -0.716 -2.051 -0.004
H 0.927 -2.431 -0.416
H 2.372 2.330 0.748
H -0.257 2.069 -0.315
H 1.846 -0.609 -1.702
H 2.627 0.870 1.696
H 1.101 1.741 1.836
H -0.084 0.842 -1.633
H -1.027 0.441 -0.148
H 2.927 0.748 -1.401
H 3.010 -0.671 -0.369
C -2.964 -0.077 -1.261
C -2.361 0.010 0.125
O -2.326 -1.067 0.845
H -2.617 0.949 0.649
H -2.569 -0.942 -1.797
H -4.046 -0.198 -1.172
H -2.764 0.828 -1.839
*
```

Calculated values
LUMO energy, eV: -0.02
HOMO, eV: -7.120
Frontier orbital gap, Eh: 0.2610
Molecular weight, g mol⁻¹: 147.22


Entry 7:
# C7H17NO2

3 unconnected molecules or ions with the total composition C7H17NO2 in a non-equilibrium geometry (wB97M-V/def2-TZVPD, the OMol25 dataset).

Geometry as ORCA input:
```
! RIJCOSX wB97M-V def2-TZVPD def2/J DEFGRID3
* xyz 0 1
C -2.517 1.443 2.125
C -1.656 1.424 0.891
C -0.821 0.463 0.476
C -0.122 0.626 -0.823
C 1.249 -0.004 -1.024
C 2.400 0.916 -1.278
C 1.280 -1.337 -1.057
N 2.441 -2.129 -1.248
H -2.423 0.484 2.672
H -3.603 1.472 1.992
H -2.280 2.380 2.667
H -1.774 2.244 0.192
H -0.606 -0.426 1.054
H -0.049 1.685 -1.131
H -0.800 0.308 -1.625
H 3.084 0.928 -0.418
H 2.146 1.939 -1.571
H 2.928 0.573 -2.190
H 0.435 -1.883 -0.632
H 3.110 -1.585 -1.775
H 2.863 -2.512 -0.416
O 0.424 0.352 2.979
H 0.377 1.299 3.075
H 1.299 0.110 2.691
O -2.362 -1.596 -1.611
H -3.225 -1.205 -1.503
H -2.141 -1.763 -0.698
*
```

Calculated values
LUMO energy, eV: 0.63
HOMO, eV: -8.102
Frontier orbital gap, Eh: 0.3209
Molecular weight, g mol⁻¹: 147.22


Entry 8:
# C7H17NO2

C7H17NO2 in the gas phase in a non-equilibrium geometry (wB97M-V/def2-TZVPD, the OMol25 dataset).

Geometry as ORCA input:
```
! RIJCOSX wB97M-V def2-TZVPD def2/J DEFGRID3
* xyz 0 1
C 1.063 -1.531 1.522
C -0.215 -1.256 0.743
C -1.439 -1.492 1.620
C -0.296 0.308 0.074
C -0.051 1.343 1.163
O -1.586 0.432 -0.467
C 0.741 0.311 -1.030
N 0.454 -0.576 -2.132
C 0.747 1.858 -1.704
O -0.478 2.122 -2.357
H 1.953 -1.436 0.901
H 1.158 -0.851 2.366
H 1.046 -2.547 1.920
H -0.278 -1.954 -0.098
H -2.347 -1.226 1.084
H -1.384 -0.908 2.538
H -1.515 -2.546 1.893
H 0.999 1.373 1.442
H -0.651 1.106 2.038
H -0.351 2.329 0.815
H -1.593 1.226 -1.031
H 1.749 0.156 -0.648
H 0.919 -1.468 -2.025
H -0.547 -0.746 -2.188
H 0.901 2.652 -0.975
H 1.575 1.873 -2.422
H -0.575 1.447 -3.041
*
```

Calculated values
LUMO energy, eV: 0.89
HOMO, eV: -8.943
Frontier orbital gap, Eh: 0.3613
Molecular weight, g mol⁻¹: 147.22


Entry 9:
# C7H17NO2

C7H17NO2 in the gas phase in a non-equilibrium geometry (wB97M-V/def2-TZVPD, the OMol25 dataset).

Geometry as ORCA input:
```
! RIJCOSX wB97M-V def2-TZVPD def2/J DEFGRID3
* xyz 0 1
C -2.358 -0.138 1.451
C -1.243 -1.027 0.957
O -0.307 -1.323 1.916
N -0.289 -0.521 -0.456
C 0.144 -1.688 -1.233
O -1.494 -0.052 -0.962
C 0.760 0.576 -0.405
C 0.901 1.162 -1.817
C 0.266 1.685 0.527
C 2.102 0.035 0.100
H -3.036 0.072 0.628
H -1.985 0.802 1.852
H -2.900 -0.656 2.246
H -1.609 -1.956 0.532
H -0.203 -0.570 2.512
H 0.370 -1.384 -2.256
H 0.985 -2.184 -0.751
H -0.685 -2.391 -1.295
H 1.455 0.497 -2.478
H 1.437 2.109 -1.779
H -0.098 1.316 -2.225
H 0.265 1.368 1.571
H -0.739 1.982 0.241
H 0.929 2.546 0.455
H 2.773 0.875 0.278
H 1.977 -0.525 1.025
H 2.584 -0.608 -0.634
*
```

Calculated values
LUMO energy, eV: 0.72
HOMO, eV: -7.494
Frontier orbital gap, Eh: 0.3018
Molecular weight, g mol⁻¹: 147.22